Entry 1:
Formula: C6H12O2
Source: OMol25
Level of theory: ωB97M-V/def2-TZVPD

```
20
Properties=species:S:1:pos:R:3:mulliken_charge:R:1
C 0.67040 -0.17539 0.49108 1.2826
C -1.56261 0.42553 -0.57565 -0.2790
C 0.26147 -0.51619 1.89839 -1.2560
C 1.27755 1.18246 0.26888 -1.3871
C 0.26476 -0.94330 -0.53389 -0.5923
C 0.10274 -1.84546 -1.46082 -0.8680
O -1.37632 1.14315 -1.75385 -0.5107
O -1.98000 1.26664 0.42473 -0.4799
H -1.62454 2.14729 0.24126 0.3388
H -0.75549 0.66379 -2.31582 0.3876
H -2.27673 -0.39763 -0.65923 0.4023
H 2.09777 -1.29723 0.21613 0.1834
H -0.07190 -1.54878 1.98166 0.3625
H 0.69518 1.94654 0.79026 0.3342
H 2.28277 1.18128 0.69541 0.4614
H -0.54500 0.15245 2.21082 0.2898
H 1.10997 -0.36218 2.56738 0.3851
H 1.35099 1.43836 -0.78623 0.3252
H -0.82444 -1.91876 -2.02043 0.2858
H 0.90344 -2.54257 -1.68009 0.3343
```

## Properties
HOMO-LUMO gap (alpha / beta)   7.616 / 7.076 eV
DFT total energy   -386.048735 Eh
LUMO energy (alpha / beta)   0.770 / 0.521 eV
Total charge   0

Entry 2:
Formula: C28H25IrN3O2S3
Source: OMol25
Level of theory: ωB97M-V/def2-TZVPD

```
62
Properties=species:S:1:pos:R:3:mulliken_charge:R:1
Ir -0.88486 0.28605 0.93884 2.4143
S -3.28528 0.52243 4.76165 -0.2082
C -2.37236 0.54988 3.42029 0.1986
S -0.70086 -0.00244 3.30466 -0.3394
S -2.83032 1.27373 1.87399 -0.4337
C 3.20787 -0.51048 -0.64952 -1.0396
C 4.11908 0.27400 0.04471 -0.5805
C 3.65365 1.13664 1.02066 -0.7178
C 2.29108 1.19201 1.29995 0.2978
N 1.42154 0.43165 0.61919 0.2509
C 1.87074 -0.38852 -0.33434 -0.3966
C 1.77991 2.07419 2.36944 0.3497
C 2.37690 2.03681 3.62307 -0.6530
C 1.91347 2.82952 4.66174 -0.8883
C 0.84479 3.67885 4.43814 -0.6588
C 0.24081 3.74810 3.18965 -0.5974
C 0.69952 2.94390 2.15647 0.8431
H 3.51769 -1.19011 -1.43024 0.4643
H 5.17602 0.22400 -0.18149 0.4408
H 4.32775 1.78174 1.56659 0.5864
H 1.11240 -0.95410 -0.86612 0.4369
H 3.20093 1.35322 3.78936 0.4964
H 2.37521 2.77245 5.63768 0.4043
H 0.46249 4.29294 5.24289 0.4075
H -0.60353 4.40491 3.03856 0.4231
C 0.46060 1.92776 -2.21811 -0.7192
C -0.57930 0.84718 -2.29955 0.3040
O -1.19147 0.45441 -1.20375 -1.1332
C -0.91625 0.25760 -3.54835 0.8458
C -1.93593 -0.72299 -3.65149 -0.1449
C -2.24931 -1.30718 -4.85954 -0.5794
C -1.56949 -0.95422 -6.02426 -0.4563
C -0.56670 0.01209 -5.94832 -0.6916
C -0.24352 0.60831 -4.74836 -0.6160
H 0.50500 2.33235 -1.20873 -0.4845
H 0.24085 2.74762 -2.90973 0.5562
H 1.45972 1.55962 -2.48149 0.3551
H -2.48453 -0.98769 -2.75927 0.1380
H -3.04225 -2.04566 -4.90467 0.3585
H -1.82018 -1.41537 -6.97037 0.3794
H -0.03077 0.30261 -6.84442 0.3685
H 0.54248 1.35221 -4.72600 0.3220
C -0.79957 3.93011 0.59429 -1.1450
O 0.15987 2.92981 0.91166 -0.1636
H -1.07779 3.75182 -0.44115 0.2133
H -0.37073 4.92956 0.69333 0.3896
H -1.68440 3.83535 1.22724 0.4133
N -2.72107 -3.44200 -0.36776 -0.0054
C -2.58075 -2.11381 -0.18089 -0.7008
N -1.54623 -1.83134 0.56821 -0.0408
C -0.95330 -3.04088 0.89851 0.6687
C 0.17096 -3.31599 1.67251 -0.3822
C 0.52378 -4.64181 1.81978 -0.8145
C -0.21664 -5.67090 1.21997 -0.4698
C -1.33580 -5.40938 0.45440 -0.9876
C -1.68869 -4.07320 0.30646 0.3740
H -3.43635 -3.87625 -0.92388 0.2104
H -3.23950 -1.37392 -0.60530 0.5938
H 0.72459 -2.51563 2.14497 0.3511
H 1.38732 -4.89938 2.41837 0.4011
H 0.09658 -6.69622 1.36436 0.3828
H -1.90588 -6.20601 -0.00447 0.4084
```

## Properties
HOMO-LUMO gap (alpha / beta)   5.156 / 6.305 eV
<S²>   8.800
DFT total energy   -2695.524648 Eh
LUMO energy (alpha / beta)   0.086 / -1.704 eV
2S+1   6
Total charge   0

Entry 3:
Formula: C23H23N4O2PdSi
Source: OMol25
Level of theory: ωB97M-V/def2-TZVPD

```
54
Properties=species:S:1:pos:R:3:mulliken_charge:R:1
Pd 0.04435 -0.13138 -0.09420 0.3656
C -10.89905 -1.28961 -8.19234 -0.8480
O -9.84315 -0.35235 -8.35490 -0.4551
C -8.83517 -0.37832 -7.46274 0.9249
C -8.74932 -1.26102 -6.38805 -0.4299
C -7.66234 -1.19347 -5.53340 -0.8252
C -6.65185 -0.25733 -5.72827 0.3830
C -6.74936 0.62130 -6.81065 -0.4523
C -7.82481 0.56436 -7.66733 -0.8133
C -5.52999 -0.22490 -4.79566 0.3159
N -5.36478 -1.03921 -3.77373 -0.8050
C -4.20143 -0.64902 -3.18310 0.5334
C -3.63793 0.42288 -3.85096 -0.0656
N -4.50102 0.67832 -4.88435 -0.1250
C -2.42020 1.04212 -3.44829 0.5357
C -1.78872 2.12919 -4.06890 -0.3694
C -0.61235 2.61344 -3.54697 -0.9152
C -0.06534 2.01341 -2.41272 -0.4135
N -0.64156 0.98416 -1.81664 -0.3830
C -1.79925 0.49693 -2.30963 1.1663
C -2.36997 -0.61397 -1.60961 -0.4367
N -1.69111 -1.06474 -0.52893 -0.5791
C -2.17779 -2.08572 0.16701 -0.5755
C -3.36871 -2.71514 -0.18144 -0.9801
C -4.07012 -2.27814 -1.28297 -0.2398
C -3.57081 -1.20194 -2.02479 0.6845
H -11.59748 -1.10133 -9.00168 0.2427
H -11.40857 -1.14546 -7.23751 0.3473
H -10.52967 -2.31431 -8.26786 0.3471
H -9.51724 -1.99848 -6.20847 0.4066
H -7.59123 -1.87522 -4.69719 0.4622
H -5.98541 1.36499 -7.00513 0.2555
H -7.90890 1.23987 -8.50738 0.4278
H -4.41660 1.40026 -5.57787 0.1811
H -2.21826 2.59008 -4.94895 0.4537
H -0.10628 3.45261 -4.00166 0.4499
H 0.85856 2.37111 -1.97691 0.4834
H -1.59869 -2.40341 1.02323 0.6154
H -3.72509 -3.54001 0.41793 0.4522
H -4.99752 -2.74663 -1.58459 0.6055
O 1.10223 -0.70010 1.20884 -0.7756
C 0.76190 -1.95565 -2.78646 -1.0207
Si 1.53431 -1.70281 -1.10966 0.9895
C 1.56385 -3.28611 -0.15425 -1.0292
C 3.12537 -0.75737 -1.18890 -1.0264
H 1.39722 -2.66800 -3.32334 0.4570
H 0.71377 -1.04387 -3.38289 0.2700
H -0.23314 -2.40037 -2.72482 0.2916
H 2.20084 -4.01440 -0.66457 0.3898
H 0.56744 -3.72788 -0.08376 0.3119
H 1.94599 -3.11147 0.84842 0.2794
H 3.87967 -1.35103 -1.71533 0.3601
H 3.48358 -0.54936 -0.18246 0.2769
H 3.01754 0.18289 -1.73240 0.2975
```

## Properties
HOMO-LUMO gap (alpha / beta)   6.426 / 6.419 eV
DFT total energy   -1676.924320 Eh
LUMO energy (alpha / beta)   -4.023 / -4.030 eV
Total charge   +1

Entry 4:
Formula: C22H25FN6O
Source: OMol25
Level of theory: ωB97M-V/def2-TZVPD

```
55
Properties=species:S:1:pos:R:3:mulliken_charge:R:1
C -4.55484 -1.37837 -1.62916 -1.6544
C -5.27155 -0.17190 -1.09546 0.8724
C -6.33289 0.36821 -1.81245 -0.6339
C -7.03503 1.46250 -1.34152 -0.5297
C -6.69810 2.02865 -0.12355 -0.6311
C -5.65066 1.49992 0.60639 -0.6345
C -4.92394 0.41828 0.12088 0.5839
C -3.80006 -0.09211 0.96763 0.3036
O -3.94092 -0.45244 2.11733 -0.6364
N -2.59696 -0.08392 0.33958 0.0392
H -2.53456 0.27630 -0.59908 0.3383
C -1.37494 -0.51213 0.97941 -0.5954
C -0.65968 -1.57882 0.15000 -0.5055
C 0.63572 -1.98866 0.84141 -0.8560
N 1.50258 -0.83121 1.01011 0.6442
C 0.86539 0.15756 1.86407 -1.0563
C -0.41674 0.65887 1.20757 -0.6876
H -0.88767 1.40867 1.84404 0.4093
H -0.17748 1.12053 0.24625 0.1740
H 1.56056 0.98963 2.00448 0.5275
H 0.62800 -0.26140 2.85662 0.3701
C 2.81146 -1.21929 1.51189 -1.0588
C 3.55259 -1.99039 0.48554 0.6455
N 4.15699 -3.14765 0.62447 -0.4867
N 4.69013 -3.43719 -0.55524 -0.6194
N 4.44649 -2.53197 -1.40656 -0.4693
N 3.72336 -1.58942 -0.79907 0.9608
C 3.29516 -0.37844 -1.44270 -0.8852
C 4.11571 0.78976 -0.95587 0.0559
C 5.50108 0.75109 -1.06940 -0.3221
C 6.27408 1.79779 -0.60317 -0.7217
C 5.64109 2.88406 -0.02498 0.3649
C 4.26507 2.94794 0.09888 -0.7616
C 3.50621 1.88947 -0.36807 0.1598
H 2.43129 1.92001 -0.27544 0.4368
H 3.80695 3.81065 0.55594 0.4492
F 6.38551 3.90922 0.43214 -0.3289
H 7.34913 1.78174 -0.68259 0.4417
H 5.97598 -0.10638 -1.52349 0.4539
H 2.23826 -0.22287 -1.21315 0.1472
H 3.43441 -0.52999 -2.51685 0.3927
H 3.37786 -0.30845 1.73660 0.4816
H 2.75695 -1.83060 2.42682 0.3668
H 1.16038 -2.73100 0.23468 0.4395
H 0.40208 -2.45341 1.81446 0.3659
H -1.29859 -2.45367 0.02537 0.3674
H -0.43113 -1.17446 -0.83935 0.2842
H -1.67821 -0.93006 1.94574 0.2475
H -5.38122 1.91814 1.56479 0.4727
H -7.25290 2.87244 0.25784 0.3973
H -7.85412 1.86491 -1.91902 0.3894
H -6.61446 -0.08405 -2.75292 0.4061
H -5.24954 -2.01413 -2.17388 0.4890
H -3.76557 -1.08391 -2.32264 0.3146
H -4.10872 -1.95802 -0.82530 0.2817
```

## Properties
SMILES   Cc1ccccc1C(=O)NC1CCN(Cc2nnnn2Cc2ccc(F)cc2)CC1
HOMO-LUMO gap   9.868 eV
DFT total energy   -1356.985552 Eh
LUMO energy   0.418 eV
Total charge   0

Entry 5:
Formula: C5H11N
Source: OMol25
Level of theory: ωB97M-V/def2-TZVPD

```
17
Properties=species:S:1:pos:R:3:mulliken_charge:R:1
C 0.60130 -0.92283 -1.84062 -1.1074
C -0.24315 0.31299 -1.51141 -0.2841
N -0.73768 0.31781 -0.13457 -0.3353
C -0.43386 1.48393 0.67501 -0.5971
C 0.21189 0.17804 0.95322 0.3620
C -0.23021 -0.69078 2.10571 -1.3314
H 1.67317 -0.70724 -1.77933 0.3229
H 0.38110 -1.73782 -1.14408 0.2819
H 0.39549 -1.28345 -2.85287 0.3383
H 0.34041 1.22247 -1.72884 0.1798
H -1.12626 0.34914 -2.15850 0.3653
H 0.18629 2.26027 0.22290 0.2693
H -1.23194 1.85505 1.31577 0.2471
H 1.26795 0.10335 0.68274 0.3684
H 0.35153 -0.47985 3.00994 0.3321
H -0.11819 -1.75396 1.86413 0.2641
H -1.28783 -0.50712 2.32082 0.3242
```

## Properties
SMILES   CCN1C[C@H]1C
HOMO-LUMO gap   10.185 eV
DFT total energy   -251.816123 Eh
LUMO energy   1.258 eV
Total charge   0

Entry 6:
Formula: C26H52O52S13
Source: OMol25
Level of theory: ωB97M-V/def2-TZVPD

```
143
Properties=species:S:1:pos:R:3:mulliken_charge:R:1
C -21.28687 -10.48295 3.59515 0.2973
C -22.72889 -10.99154 3.78778 -0.6717
O -23.03612 -11.10060 5.08941 -0.3280
S -21.63890 -10.98116 6.00381 1.0054
O -21.34572 -12.17136 6.79787 -0.5782
O -21.53337 -9.69374 6.66991 -0.4051
O -20.62418 -10.98708 4.73635 -0.0752
H -21.29731 -9.39776 3.69691 -0.1366
H -20.85059 -10.88710 2.68168 0.3187
H -22.84329 -11.92147 3.23079 0.3176
H -23.50924 -10.36677 3.35325 0.3302
C -16.45120 -4.12498 2.69557 0.3698
C -15.70873 -4.41943 1.32278 -0.1214
O -14.45370 -3.88398 1.43573 -0.2325
S -14.47265 -2.49593 2.33207 1.0495
O -15.01292 -1.38491 1.56150 -0.5643
O -13.13418 -2.28581 2.98192 -0.5574
O -15.63699 -3.18383 3.35828 -0.3690
H -16.43581 -5.12352 3.13237 -0.2720
H -17.48696 -3.80219 2.59021 0.3654
H -16.20162 -3.87157 0.51965 0.2318
H -15.56242 -5.44075 0.97122 0.0310
C -18.19211 -11.87537 6.58147 0.4974
C -17.91727 -11.77242 8.06846 -0.2747
O -16.62898 -12.15370 8.36822 -0.4421
S -15.71375 -11.69602 7.07649 0.9815
O -14.66450 -12.68294 6.74438 -0.6207
O -15.36191 -10.33759 7.35071 -0.4193
O -16.93972 -11.82556 5.97583 -0.0425
H -18.84969 -11.11505 6.16005 -0.5880
H -18.62211 -12.86915 6.45657 0.4270
H -18.66102 -12.39757 8.56256 0.4081
H -18.08481 -10.73536 8.35920 0.1198
C -21.21490 -5.95966 7.09335 0.1788
C -20.93059 -6.35013 5.63689 0.6919
O -22.03547 -5.84401 4.91423 -0.3404
S -22.41785 -4.34721 5.57382 1.1118
O -23.85407 -3.96741 5.49877 -0.5870
O -21.42014 -3.38716 5.14315 -0.5282
O -21.94046 -4.79916 7.09177 -0.4008
H -20.33950 -5.59691 7.63205 0.0657
H -21.65937 -6.77141 7.66922 0.2925
H -21.01216 -7.40497 5.37468 -0.3436
H -19.96809 -5.94911 5.31928 -0.1681
C -21.87046 -4.54384 1.81538 0.8411
C -23.46752 -4.60167 1.93072 -0.3586
O -24.03270 -3.33314 1.65799 -0.3637
S -23.04541 -2.46971 0.64728 1.0199
O -23.11200 -1.07740 1.06636 -0.5471
O -23.21440 -2.89542 -0.74934 -0.5336
O -21.64839 -3.25456 1.19843 -0.3366
H -21.44978 -5.47968 1.44752 -0.1199
H -21.44499 -4.57360 2.81847 -0.1807
H -23.71265 -4.98012 2.92308 0.2438
H -23.84997 -5.37653 1.26632 0.3306
C -16.42295 -7.58211 7.87057 -0.0915
C -17.59112 -7.90327 6.96262 1.0871
O -18.69661 -7.92697 7.86064 -0.2214
S -18.35034 -7.49375 9.44297 1.0100
O -18.10818 -8.66339 10.28998 -0.5692
O -19.41018 -6.45793 9.71972 -0.5596
O -16.87768 -6.89053 9.02111 -0.4857
H -15.70223 -6.90666 7.40966 0.2155
H -15.85379 -8.36752 8.36786 0.1377
H -17.41060 -8.75961 6.31285 -0.4802
H -17.87724 -7.11748 6.26350 -0.1647
C -20.60584 -6.01128 -3.22506 -0.2546
C -21.02010 -5.14343 -2.04341 -0.4220
O -20.61237 -5.91147 -0.93823 0.4128
S -19.13350 -6.53876 -1.17993 -0.8917
O -19.12402 -7.93888 -0.70884 0.1634
O -18.03229 -5.63913 -0.96129 -0.1350
O -19.41087 -6.54854 -2.92011 -0.2493
H -20.43910 -5.41363 -4.12122 0.3166
H -21.38068 -6.75405 -3.41484 0.2267
H -22.10024 -5.01440 -1.97449 0.2929
H -20.74678 -4.09100 -1.96734 0.3027
C -17.10269 -10.09863 2.86238 0.5791
C -16.93618 -9.52330 1.49700 0.1320
O -17.37048 -8.15624 1.70091 0.8390
S -18.60718 -8.05458 2.75875 -1.1887
O -19.89066 -7.86171 2.06019 -0.4234
O -18.20977 -7.08761 3.86950 -0.1914
O -18.32603 -9.62343 3.25963 -0.3515
H -16.29888 -9.68882 3.47398 -0.1352
H -17.12430 -11.16087 3.10587 -0.2277
H -17.55788 -10.14333 0.85112 -0.2245
H -15.98955 -9.80953 1.03868 0.3776
C -11.99860 -7.31216 3.46255 -0.2865
C -12.73204 -5.91337 3.47038 -0.1456
O -13.79798 -5.96679 4.38261 -0.2790
S -14.12027 -7.45718 4.93924 0.7517
O -15.52892 -7.77893 4.72013 0.1226
O -13.51356 -7.67917 6.29695 -0.6445
O -13.08423 -8.11834 3.83075 -0.2468
H -11.13901 -7.33096 4.13252 0.2910
H -11.73647 -7.44933 2.41347 0.1865
H -13.02099 -5.65844 2.45076 0.0130
H -12.04864 -5.11299 3.75402 0.3458
C -13.02092 -12.98547 -3.29195 -0.4507
C -12.40474 -12.57135 -1.98010 -0.2263
O -13.46360 -12.96860 -1.13400 -0.2079
S -14.96082 -12.55725 -1.62905 0.6874
O -15.26807 -11.18487 -1.34200 -0.0533
O -16.01059 -13.50475 -1.32158 -0.5171
O -14.39870 -12.72397 -3.14058 -0.2963
H -12.98653 -14.04561 -3.54297 0.2826
H -12.68196 -12.32670 -4.09148 0.2860
H -12.09348 -11.52680 -1.96819 0.1601
H -11.54925 -13.21573 -1.77754 0.3483
C -13.31029 -13.62684 2.36765 -0.3457
C -13.96263 -12.25477 2.13375 0.1112
O -15.31677 -12.41467 1.91381 -0.0210
S -15.83440 -13.92802 2.29907 1.0674
O -16.35895 -14.68732 1.15280 -0.5471
O -16.62195 -13.96263 3.58751 -0.4938
O -14.32208 -14.56766 2.66645 -0.4318
H -12.53620 -13.59926 3.13454 0.3506
H -12.87056 -13.97306 1.43230 0.1703
H -13.42806 -11.94081 1.23722 -0.0608
H -13.62660 -11.51686 2.86222 0.2381
C -19.49485 -10.07696 -3.60698 0.1932
C -18.34063 -10.25147 -2.69093 0.2711
O -17.72920 -11.52428 -2.87907 -0.1977
S -18.42270 -12.41322 -4.05719 0.9818
O -18.77777 -13.80878 -3.58355 -0.5356
O -17.65725 -12.18683 -5.33843 -0.5631
O -19.77289 -11.40213 -4.00458 -0.4907
H -19.26014 -9.41198 -4.43813 0.2669
H -20.33708 -9.51047 -3.20971 0.1997
H -18.65568 -10.24559 -1.64747 -0.0087
H -17.52198 -9.55302 -2.86436 -0.1451
C -15.16249 -7.92966 -1.69244 1.3479
C -14.03886 -7.88578 -2.82305 -0.4554
O -12.76342 -7.80129 -2.22698 -0.4161
S -12.76995 -7.72805 -0.63821 1.2679
O -12.26303 -6.41941 -0.23403 -0.6021
O -12.38520 -9.01585 -0.03365 -0.5508
O -14.46149 -7.50124 -0.58345 -0.2825
H -15.57751 -8.91260 -1.46949 -0.6521
H -15.95949 -7.21476 -1.89692 -0.1761
H -14.12364 -7.10481 -3.57869 0.2972
H -13.99918 -8.83370 -3.35968 0.2470
```

## Properties
HOMO-LUMO gap (alpha / beta)   1.887 / 9.786 eV
<S²>   0.752
DFT total energy   -10110.207959 Eh
LUMO energy (alpha / beta)   1.169 / 1.160 eV
2S+1   2
Total charge   -1